No. 1
The following is a DFT calculation (ωB97M-V/def2-TZVPD) of C12H30F6N2O4PSr as an isolated structure in a non-equilibrium geometry.

Results
ΔE to the lowest compared entry with this formula, charge and spin = 0.0 kcal per mole
Frontier orbital gap = 10.44 eV
Electronic energy = -50532.69717 eV
Charge = +1

Each line ends with the Mulliken charge.
Cartesian coordinates (Å):
Sr1 -0.332 0.365 0.093  1.63
P1 0.797 1.412 3.301  1.36
F1 0.608 2.239 1.895  -0.38
F2 1.515 2.683 3.959  -0.35
F3 -0.614 1.974 3.843  -0.41
F4 1.026 0.491 4.579  -0.38
F5 -0.043 0.187 2.590  -0.49
F6 2.215 0.888 2.706  -0.43
C1 -0.114 -2.776 2.118  -1.05
O1 0.450 -1.943 1.107  0.21
C2 1.802 -2.233 0.809  -0.98
C3 2.475 -1.333 -0.243  -0.80
N1 2.151 0.084 0.035  0.42
C4 2.875 1.016 -0.848  -1.27
C5 2.157 2.423 -0.848  -0.83
O2 0.761 2.295 -1.124  0.14
C6 0.096 3.560 -1.200  -1.01
H1 0.585 -2.931 2.937  0.34
H2 -0.311 -3.757 1.662  0.34
H3 -1.076 -2.358 2.393  0.24
H4 1.916 -3.254 0.417  0.36
H5 2.381 -2.157 1.738  0.61
H6 2.146 -1.630 -1.237  0.20
H7 3.547 -1.537 -0.161  0.45
H8 2.376 0.268 1.010  0.26
H9 2.910 0.664 -1.870  0.43
H10 3.884 1.170 -0.463  0.50
H11 2.622 3.009 -1.643  0.52
H12 2.305 2.804 0.163  0.44
H13 0.191 4.069 -0.235  0.32
H14 -0.963 3.409 -1.398  0.29
H15 0.570 4.171 -1.969  0.30
C7 -2.898 1.819 1.490  -0.81
O3 -2.593 0.479 1.131  -0.25
C8 -3.663 -0.261 0.582  -0.60
C9 -3.144 -1.537 -0.088  -0.89
N2 -2.071 -1.240 -1.063  -0.01
C10 -1.216 -2.315 -1.588  -0.46
C11 -0.290 -1.755 -2.692  -1.00
O4 0.326 -0.537 -2.267  0.10
C12 0.975 0.040 -3.394  -0.98
H16 -2.310 2.539 0.905  0.19
H17 -2.599 1.981 2.527  0.25
H18 -3.936 2.148 1.431  0.47
H19 -4.169 0.367 -0.161  0.52
H20 -4.405 -0.638 1.295  0.27
H21 -4.028 -1.996 -0.544  0.46
H22 -2.777 -2.258 0.644  0.28
H23 -2.566 -0.826 -1.851  0.12
H24 -1.891 -3.054 -2.029  0.53
H25 -0.559 -2.722 -0.824  0.04
H26 -0.867 -1.540 -3.594  0.50
H27 0.378 -2.602 -2.880  0.35
H28 1.320 1.034 -3.138  0.23
H29 0.287 0.182 -4.235  0.38
H30 1.789 -0.582 -3.774  0.34

Forces on atoms 1 to 2 (eV/Å):
-0.04 0.13 0.45
0.10 1.15 2.13

***

No. 2
The following is a DFT calculation (ωB97M-V/def2-TZVPD) of C12H30F6N6O4PdS2Si4Te as an isolated structure in a non-equilibrium geometry.

Results
ΔE to the lowest compared entry with this formula, charge and spin = 0.0 kcal per mole
Frontier orbital gap = 5.33 eV
Electronic energy = -110323.13336 eV
Charge = -2

Each line ends with the Mulliken charge.
Cartesian coordinates (Å):
Pd1 0.612 -0.586 -0.292  -0.09
F1 0.845 4.122 2.704  -0.23
C1 -0.147 3.706 1.897  0.50
F2 -0.311 4.645 0.953  -0.24
F3 -1.267 3.667 2.626  -0.24
S1 0.279 2.055 1.177  1.14
O1 0.377 1.244 2.351  -0.61
O2 1.478 2.373 0.430  -0.80
N1 -1.036 1.837 0.379  -0.30
S2 -1.160 1.450 -1.122  0.98
O3 -2.222 0.518 -1.343  -0.57
O4 0.055 1.392 -1.914  -0.53
C2 -1.897 3.006 -1.799  0.48
F4 -1.045 4.041 -1.731  -0.24
F5 -3.014 3.363 -1.149  -0.24
F6 -2.217 2.837 -3.090  -0.23
N2 2.890 1.730 -1.927  -0.88
N3 2.942 0.341 -1.916  1.41
N4 2.991 -0.352 -0.791  -0.96
C3 3.022 -1.591 -1.274  0.20
N5 3.014 -1.623 -2.617  -0.24
N6 2.962 -0.368 -3.003  -0.81
H1 2.420 1.978 -1.050  0.66
H2 2.218 1.949 -2.658  0.40
H3 3.110 -2.457 -0.646  0.38
C4 -2.088 -7.623 1.989  -1.04
Si1 -2.387 -5.777 1.665  0.21
C5 -2.905 -5.018 3.309  -1.03
C6 -3.850 -5.651 0.479  -1.09
Si2 -0.546 -4.649 0.783  0.22
Te1 -1.056 -2.252 1.021  -0.43
Si3 1.318 -5.312 2.017  0.20
C7 1.829 -7.120 1.739  -1.07
C8 0.961 -5.102 3.858  -1.09
C9 2.808 -4.251 1.592  -0.90
Si4 -0.323 -5.381 -1.425  0.36
C10 1.393 -5.037 -2.109  -0.65
C11 -0.615 -7.251 -1.585  -1.06
C12 -1.576 -4.496 -2.511  -1.03
H4 -2.992 -8.098 2.384  0.38
H5 -1.289 -7.762 2.721  0.23
H6 -1.798 -8.147 1.076  0.28
H7 -3.880 -5.395 3.632  0.35
H8 -2.961 -3.932 3.206  0.28
H9 -2.174 -5.239 4.090  0.25
H10 -4.778 -5.990 0.950  0.38
H11 -3.683 -6.254 -0.417  0.25
H12 -3.979 -4.612 0.167  0.28
H13 0.975 -7.795 1.833  0.26
H14 2.591 -7.430 2.461  0.37
H15 2.245 -7.249 0.736  0.27
H16 0.230 -5.837 4.207  0.22
H17 0.552 -4.104 4.034  0.29
H18 1.870 -5.215 4.457  0.38
H19 3.112 -4.425 0.557  0.15
H20 3.662 -4.472 2.238  0.39
H21 2.544 -3.195 1.697  0.21
H22 2.161 -5.581 -1.552  0.24
H23 1.614 -3.970 -2.062  -0.10
H24 1.462 -5.335 -3.160  0.38
H25 0.039 -7.809 -0.909  0.28
H26 -0.418 -7.591 -2.606  0.39
H27 -1.649 -7.508 -1.338  0.21
H28 -1.483 -3.417 -2.359  0.24
H29 -2.598 -4.780 -2.251  0.25
H30 -1.412 -4.716 -3.571  0.35

Forces on atoms 1 to 2 (eV/Å):
-0.01 -0.83 0.36
0.02 -0.01 0.01

***

No. 3
The following is a DFT calculation (ωB97M-V/def2-TZVPD) of a 3-piece molecular cluster, C12H30O6 overall in a non-equilibrium geometry.

Results
ΔE to the lowest compared entry with this formula, charge and spin = 66.6 kcal per mole
SMILES string = COCCOC.COCCOC.COCCOC
Frontier orbital gap = 10.11 eV
Electronic energy = -25210.28579 eV

Each line ends with the Mulliken charge.
Cartesian coordinates (Å):
C1 -2.470 6.873 1.038  -0.76
O1 -2.427 5.435 1.246  -0.31
C2 -1.853 4.707 0.186  -0.65
C3 -0.993 3.490 0.541  -0.42
O2 -1.810 2.435 1.016  -0.22
C4 -2.439 2.569 2.333  -0.82
H1 -3.012 7.249 0.170  0.31
H2 -1.468 7.299 0.999  0.33
H3 -3.035 7.135 1.933  0.23
H4 -1.172 5.430 -0.261  0.46
H5 -2.705 4.482 -0.455  0.26
H6 -0.165 3.788 1.185  0.32
H7 -0.449 3.210 -0.361  0.35
H8 -3.212 3.329 2.442  0.32
H9 -1.721 2.667 3.148  0.32
H10 -2.863 1.589 2.552  0.30
C5 2.239 -3.026 -4.261  -0.52
O3 1.186 -3.863 -3.680  -0.37
C6 1.536 -4.705 -2.560  -0.59
C7 1.798 -3.759 -1.379  -0.27
O4 3.145 -3.320 -1.470  -0.40
C8 3.402 -2.218 -0.630  -0.79
H11 3.109 -3.465 -4.749  0.27
H12 2.558 -2.325 -3.490  0.15
H13 1.815 -2.485 -5.107  0.28
H14 2.192 -5.534 -2.827  0.32
H15 0.572 -5.191 -2.405  0.28
H16 1.541 -4.290 -0.462  0.49
H17 1.107 -2.919 -1.447  0.24
H18 4.486 -2.144 -0.546  0.32
H19 2.994 -2.252 0.380  0.33
H20 3.004 -1.317 -1.097  0.28
C9 0.960 0.686 2.933  -0.54
O5 0.195 -0.410 2.410  -0.38
C10 0.214 -0.385 0.964  0.29
C11 -0.826 -1.338 0.431  -0.61
O6 -0.614 -2.693 0.745  -0.35
C12 -1.572 -3.606 0.163  -0.82
H21 0.737 1.631 2.437  0.08
H22 2.009 0.466 2.739  0.30
H23 0.838 0.796 4.011  0.27
H24 1.191 -0.680 0.579  -0.08
H25 0.014 0.599 0.538  0.09
H26 -0.665 -1.351 -0.647  0.30
H27 -1.851 -1.068 0.687  0.47
H28 -2.529 -3.286 0.575  0.34
H29 -1.393 -4.660 0.378  0.28
H30 -1.597 -3.575 -0.926  0.34

Forces on atoms 1 to 2 (eV/Å):
-0.33 -1.32 1.05
0.03 0.71 0.57

***

No. 4
The following is a DFT calculation (ωB97M-V/def2-TZVPD) of C12H31Cl2O2P2Tc as an isolated structure in a non-equilibrium geometry.

Results
ΔE to the lowest compared entry with this formula, charge and spin = 0.0 kcal per mole
Expectation value of S² = 3.809
Frontier orbital gap (spin up / spin down) = 4.84 / 5.08 eV
Spin multiplicity = 4
Electronic energy = -62832.42994 eV
Charge = +3

Each line ends with the Mulliken charge.
Cartesian coordinates (Å):
C1 1.182 -0.144 -6.267  -1.08
C2 0.917 0.114 -4.828  0.87
H1 2.263 -0.132 -6.400  0.34
H2 0.728 0.633 -6.888  0.34
H3 0.782 -1.125 -6.535  0.35
O1 1.731 0.383 -3.972  -0.50
Cl1 -0.819 -0.059 -4.410  -0.23
Tc1 -0.357 -0.046 0.306  0.13
P1 -0.159 1.999 -0.565  1.19
C3 1.098 3.123 0.174  -1.13
C4 0.137 2.386 -2.312  -1.06
H4 0.051 3.464 -2.502  0.46
H5 -1.553 4.003 -0.500  0.48
H6 -0.586 1.853 -2.934  0.22
H7 -2.521 2.547 -0.957  0.46
H8 2.072 2.869 -0.271  0.43
H9 1.122 2.023 -2.611  0.47
C5 -1.744 2.942 -0.288  -1.25
H10 0.843 4.172 -0.053  0.47
H11 -2.110 2.850 0.744  0.37
H12 1.168 2.999 1.264  0.37
P2 0.057 -2.180 -0.240  1.16
C6 1.382 -3.174 0.571  -1.12
C7 -1.419 -3.186 0.295  -1.23
H13 -0.426 -2.174 -2.630  0.25
H14 0.171 -3.769 -2.075  0.46
H15 1.292 -2.393 -2.288  0.46
C8 0.284 -2.683 -1.974  -1.06
H16 -2.277 -2.961 -0.349  0.47
H17 -1.164 -4.252 0.230  0.49
H18 1.194 -4.249 0.409  0.46
H19 1.453 -3.008 1.656  0.32
H20 -1.695 -2.951 1.333  0.33
H21 2.342 -2.891 0.121  0.43
Cl2 -2.463 -0.213 -0.549  -0.18
C9 1.400 -0.968 3.612  -1.24
C10 -0.103 -0.980 3.370  -0.16
O2 -0.511 0.156 2.464  -0.33
C11 -0.534 1.378 3.275  -0.38
C12 -1.634 1.387 4.315  -1.39
H22 1.975 -0.848 2.682  0.29
H23 1.678 -1.913 4.099  0.42
H24 1.699 -0.133 4.262  0.39
H25 -0.434 -1.892 2.862  0.29
H26 -0.666 -0.849 4.300  0.28
H27 0.448 1.455 3.746  0.37
H28 -0.624 2.186 2.550  0.29
H29 -1.309 0.837 5.199  0.45
H30 -1.774 2.427 4.607  0.42
H31 -2.587 0.988 3.950  0.34

Forces on atoms 1 to 2 (eV/Å):
0.35 -0.01 0.07
1.80 0.32 0.85